# 1
{
  "formula": "C2H3N3OS",
  "method": "ωB97M-V/def2-TZVPD",
  "e_tot_ha": -715.5410,
  "max_force_ev_per_a": 7.46,
  "orbital_gap_ev": 7.9,
  "e_above_lowest_ev": 4.225,
  "elements": ["C", "S", "H", "C", "N", "H", "O", "H", "N", "N"],
  "positions_angstrom": [[-0.52184, 0.26329, 0.49321], [-2.79604, -0.04339, -0.73089], [2.23962, -0.06695, -1.47154], [1.40116, -0.01444, -0.80910], [0.55814, 0.31503, 1.18425], [-2.18523, 0.82049, -1.39207], [-1.79856, 0.22183, 0.68708], [0.58732, 0.73703, 2.18040], [0.16733, -0.00566, -1.24883], [1.76644, 0.11129, 0.46676]],
  "atomic_forces_ev_per_a": [[2.2, -1.6, -7.0], [-0.9, -1.9, 2.6], [0.3, -0.3, -0.6], [-0.4, 0.2, 1.1], [-0.1, 1.1, 2.1], [1.5, 2.1, -1.9], [-0.7, 0.3, 0.5], [0.3, -1.4, -2.2], [-1.7, 0.7, 4.7], [-0.4, 0.7, 0.7]]
}

---

# 2
{
  "formula": "C8H9BrN2O2",
  "method": "ωB97M-V/def2-TZVPD",
  "e_tot_ha": -3144.0725,
  "max_force_ev_per_a": 4.04,
  "orbital_gap_ev": [8.0, 7.9],
  "e_above_lowest_ev": 3.830,
  "elements": ["H", "C", "C", "H", "H", "N", "H", "H", "C", "O", "C", "Br", "N", "H", "H", "C", "C", "O", "H", "H", "C", "C"],
  "positions_angstrom": [[2.59188, 0.43784, 1.51517], [0.63396, -0.62109, -0.88061], [1.68015, 0.09932, 1.11764], [-1.04485, -2.61245, -1.46081], [0.64904, -0.91427, -1.91913], [-3.07033, -0.05984, -1.10433], [-1.98957, -2.35406, -0.10263], [-1.50677, 3.07175, -2.36646], [1.72592, -0.10792, -0.26772], [-2.29207, -1.07317, -1.60924], [-1.45070, -1.86828, -0.88644], [-3.75275, -0.28589, 0.67457], [-2.12894, 2.42952, -1.92785], [0.60786, -0.21096, 2.94314], [2.71395, 0.12011, -0.78416], [-0.37340, -1.19228, -0.11878], [-1.88660, 1.81513, -0.80081], [-1.41270, 2.06858, 0.24912], [-1.34675, -1.47208, 1.74058], [-2.76043, 1.94370, -2.60462], [-0.40424, -1.05466, 1.23133], [0.62304, -0.38633, 1.90233]],
  "atomic_forces_ev_per_a": [[0.7, 0.7, 1.0], [0.3, -1.6, -0.6], [-0.6, -1.3, -0.4], [0.7, -1.6, -2.1], [0.0, 0.4, -0.4], [1.4, 2.7, 0.4], [-1.0, -0.8, 0.4], [0.6, 0.7, 0.3], [2.0, 1.2, 0.5], [-1.1, 0.6, -1.9], [-0.2, 0.8, 4.0], [0.1, -0.4, -0.2], [-1.6, -1.2, -2.3], [0.0, 0.0, 1.0], [-1.6, -0.1, 0.4], [0.1, 1.2, -1.5], [-0.9, -1.8, 1.9], [-0.1, -0.5, -1.1], [1.8, 0.7, -0.4], [0.9, 0.4, 1.1], [-1.7, -0.5, 1.9], [0.4, 0.3, -1.9]]
}

---

# 3
{
  "formula": "C2H4O2S",
  "method": "ωB97M-V/def2-TZVPD",
  "e_tot_ha": -627.1793,
  "max_force_ev_per_a": 4.34,
  "orbital_gap_ev": 8.2,
  "e_above_lowest_ev": 2.853,
  "elements": ["C", "H", "C", "O", "O", "S", "H", "H", "H"],
  "positions_angstrom": [[-0.72975, -0.54745, 0.41911], [-1.91739, 0.10899, -1.24246], [-1.07775, -0.36776, -0.83425], [0.71548, 0.91941, 1.03877], [2.70238, 1.44485, -0.39674], [2.15417, 0.91496, 0.81964], [-0.49529, -0.66211, -1.71931], [-1.45564, -0.54478, 1.14734], [0.10380, -1.26610, 0.76791]],
  "atomic_forces_ev_per_a": [[0.9, -4.2, -0.8], [-1.6, 0.8, 0.5], [1.4, -0.6, -1.9], [2.6, 1.6, 0.3], [-0.4, 0.0, 0.3], [-1.0, 0.0, 0.1], [0.5, -0.1, 0.8], [-1.5, 1.1, 1.9], [-1.1, 1.4, -1.1]]
}

---

# 4
{
  "formula": "C28H49BrFeNO3P3",
  "method": "ωB97M-V/def2-TZVPD",
  "e_tot_ha": -6237.9732,
  "charge": 2,
  "max_force_ev_per_a": 3.69,
  "orbital_gap_ev": [6.9, 6.3],
  "multiplicity": 5,
  "elements": ["P", "H", "H", "O", "C", "H", "C", "H", "H", "H", "C", "H", "C", "H", "C", "H", "C", "C", "H", "C", "C", "H", "H", "C", "H", "H", "H", "C", "P", "C", "Fe", "H", "H", "H", "H", "H", "N", "H", "C", "H", "C", "O", "H", "H", "H", "O", "H", "Br", "H", "C", "C", "C", "H", "H", "H", "H", "H", "C", "C", "H", "H", "H", "C", "H", "H", "C", "C", "C", "C", "H", "H", "H", "H", "H", "H", "H", "H", "H", "P", "H", "H", "C", "C", "H", "C", "C"],
  "positions_angstrom": [[1.31536, 0.16187, 1.28047], [0.24827, -1.01293, 4.04335], [2.93568, 2.75744, 3.18815], [2.09588, -1.22143, 1.81181], [2.09838, 2.05838, 3.07931], [2.53851, 2.84434, -1.19003], [-2.44794, -2.40943, 0.77250], [3.67090, 0.50411, -5.48322], [1.15913, 2.62618, 3.04177], [-6.56164, -1.98835, 2.05060], [-1.98794, 2.97185, -0.48897], [2.15699, -4.46660, -0.29574], [3.01033, -1.33152, 2.93505], [3.91467, -1.82876, 2.57646], [-2.96588, 2.13020, -1.06588], [4.75524, -0.42674, -4.44721], [-5.84585, -1.22682, 2.35987], [-0.70160, 3.02108, -0.97665], [1.94955, 0.53663, -3.94932], [4.29597, -0.57658, -1.11015], [2.86036, 0.06352, -3.54873], [5.78729, -0.08025, -2.63615], [-2.55965, -2.36405, -1.37282], [-4.16606, 1.80094, -0.30307], [6.38463, -1.02832, -1.26652], [2.65857, -1.01918, -3.52902], [-0.61252, -1.75202, 2.64770], [-0.28867, -2.25359, -2.79770], [-0.27840, -1.63588, -1.05085], [4.58675, 2.97748, -1.70030], [0.65183, 0.81565, -1.23981], [-2.40825, -2.15066, -3.34857], [0.67011, -1.93509, -3.23576], [-4.07283, -0.47143, 5.03410], [4.18080, -0.53675, -0.01595], [-1.75526, -3.19227, 1.10297], [-5.31912, -1.31534, 3.58158], [4.39663, 3.19185, -2.75929], [-2.06550, -1.79580, -0.57442], [2.64519, -2.77967, -0.49009], [5.71221, -0.21272, -1.54796], [0.08062, 0.24316, 2.35197], [4.68133, 3.93884, -1.18947], [0.63426, -2.80409, 0.85945], [1.86487, -3.65415, -1.83701], [2.33682, 1.33870, 1.83782], [-1.27477, -2.11233, -4.70566], [1.27576, 2.70194, -3.23025], [-2.51913, -1.64544, 1.55553], [-0.42857, -0.81362, 3.19897], [4.03278, 0.39554, -4.45408], [0.51095, -3.08137, -0.19884], [4.55041, 1.32855, -4.19150], [-1.24466, 1.18924, -3.85617], [-2.45469, -0.76666, -0.62561], [-1.49214, -0.68247, -3.69697], [2.09709, 1.36602, 3.93440], [-2.70012, 1.47297, -2.30197], [-5.51271, -0.18278, 1.46692], [-5.89489, -0.17767, 0.45572], [-0.20088, -3.92053, -0.25773], [-3.44516, -2.86692, 0.69924], [-1.43471, -1.77273, -3.67588], [3.28909, -0.34952, 3.34060], [3.55088, 2.07572, 0.02138], [-4.62941, 0.82592, 1.92081], [-0.41175, 2.19712, -2.12096], [1.86972, -3.50968, -0.75059], [-4.10317, 1.84372, 1.05388], [0.02891, 3.77057, -0.66047], [4.04664, -1.59766, -1.42952], [-5.03004, 1.47613, -0.87024], [5.54135, 2.45772, -1.60631], [6.06583, 0.70039, -1.05831], [-2.30627, 3.59374, 0.34966], [-3.33306, 1.39939, 3.57720], [2.54368, -1.93527, 3.72194], [-3.51930, 0.95122, -2.80617], [3.05646, 0.55663, -1.78337], [-0.27933, -3.35297, -2.74431], [-3.51145, 2.59747, 1.56670], [-4.08855, 0.69206, 3.22151], [-4.47336, -0.38699, 4.01375], [-1.38380, -0.44198, 3.58493], [3.44244, 2.21776, -1.06811], [-1.44128, 1.52250, -2.84237]],
  "atomic_forces_ev_per_a": [[1.3, -0.3, 3.2], [-0.1, 0.2, -0.3], [-0.2, -0.2, -0.1], [-0.7, 1.2, -1.1], [0.3, 0.1, 0.2], [0.6, -0.5, 0.4], [-0.2, 0.0, 0.4], [0.2, -0.1, 0.1], [0.3, -0.3, 0.0], [0.2, 0.0, 0.2], [0.0, -0.1, 0.1], [0.0, 0.2, -0.1], [0.0, 0.3, 0.0], [-0.2, 0.0, 0.0], [0.0, 0.2, 0.1], [0.0, 0.3, -0.1], [0.5, 1.1, -0.6], [0.1, 0.0, -1.1], [0.5, -0.5, 0.3], [-0.1, -0.1, 0.3], [0.1, 0.6, -0.3], [0.0, 0.0, 0.4], [0.2, 0.1, 0.2], [0.2, 0.9, -0.1], [0.0, 0.2, 0.0], [0.2, 0.2, 0.2], [0.2, 0.5, 0.2], [0.3, -0.2, 0.1], [-0.5, -0.5, -0.6], [0.4, 0.6, 0.1], [1.2, -3.0, 1.8], [0.2, 0.0, -0.1], [-0.2, -0.2, 0.1], [-0.3, -0.2, -0.5], [0.2, -0.1, -0.2], [-0.2, 0.2, -0.1], [-0.3, -0.3, 0.2], [0.1, -0.1, 0.2], [-0.2, 0.4, -0.2], [-0.2, -0.1, -0.1], [0.5, -0.1, 0.0], [0.3, 0.0, -0.9], [0.1, 0.0, -0.1], [-0.1, -0.3, -0.3], [0.0, 0.0, 0.2], [-1.2, -0.5, -0.3], [-0.1, 0.0, 0.2], [-2.5, 0.6, 0.3], [0.1, -0.2, -0.1], [0.0, -0.2, 0.2], [0.4, -0.1, -0.8], [0.1, 0.3, 0.3], [-0.2, -0.3, 0.0], [0.1, -0.1, 0.3], [-0.1, -0.3, -0.1], [0.0, -0.4, 0.0], [-0.1, 0.3, -0.3], [-0.6, 0.3, 0.8], [0.3, -0.2, 1.2], [-0.2, 0.0, 0.1], [0.1, 0.4, -0.1], [0.3, 0.1, 0.0], [-0.1, 0.1, -0.3], [-0.1, -0.3, -0.2], [0.2, -0.3, -0.5], [-0.9, -1.2, 0.8], [-0.2, 2.1, -1.6], [0.2, 0.0, 0.0], [0.0, 0.1, -0.7], [-0.2, -0.4, 0.1], [0.0, 0.3, 0.0], [0.2, -1.0, 0.2], [-0.2, 0.2, -0.1], [0.0, -0.3, -0.1], [0.4, -0.1, -0.3], [-0.4, -0.1, 0.0], [0.0, 0.1, -0.3], [0.4, 0.1, 0.1], [-1.7, -0.6, 0.8], [0.0, 0.3, -0.1], [0.6, -0.5, -0.2], [-0.2, 0.2, -0.5], [0.2, 0.4, -0.3], [0.3, -0.1, -0.1], [0.0, 0.4, -0.5], [0.7, 0.9, 0.0]]
}

---

> What is the formula in the second record?

C8H9BrN2O2